# 1
9
Properties=species:S:1:pos:R:3:nbo_charge:R:1 method="wB97M-V/def2-TZVPD" e_homo_ev="-8.88 / -8.77" energy_ev=-24774.503 homo_lumo_gap_ev="7.76 / 7.70"
C -1.8706 -0.2664 -0.5437 -0.55
C -0.5789 -0.3542 -0.6563 -0.23
C 1.2705 0.3122 1.0150 0.63
F 1.7126 -0.6605 1.7562 -0.33
F 0.9048 1.3177 1.7306 -0.32
I 0.5545 -1.0201 -2.1872 0.24
I 2.8257 0.9096 -0.3916 0.06
H -2.7996 -0.3020 -1.2408 0.25
H -2.0189 0.0635 0.5178 0.24

# 2
10
Properties=species:S:1:pos:R:3:nbo_charge:R:1 method="wB97M-V/def2-TZVPD" e_homo_ev="-9.18 / -9.15" energy_ev=-22388.354 homo_lumo_gap_ev="8.52 / 8.42"
C 1.0145 1.0167 -0.2250 -0.56
C 0.4848 -0.2265 -0.0082 0.01
C -2.0231 -0.3258 0.0436 0.73
N 1.4025 -1.1303 0.2441 -0.26
N 2.6059 -0.6921 0.2422 -0.39
F -2.2050 -0.9764 1.1099 -0.26
F -2.1678 -1.0959 -1.0499 -0.31
S 2.7260 0.8856 -0.0902 0.64
H 0.3726 1.8773 -0.1622 0.24
H -2.2105 0.6674 -0.1043 0.16

# 3
10
Properties=species:S:1:pos:R:3:nbo_charge:R:1 method="wB97M-V/def2-TZVPD" s2=2.018 e_homo_ev="-6.50 / -10.24" energy_ev=-22386.853 homo_lumo_gap_ev="7.27 / 6.99" spin_multiplicity=3
C 0.8252 -0.2128 1.1615 -0.56
C 0.2065 -0.2669 0.0110 0.11
C -1.1146 1.0701 -0.7443 0.61
N 0.4316 -1.3071 -0.7914 -0.17
N 1.2998 -2.1134 -0.2857 -0.32
F -0.6965 2.3219 -0.5151 -0.33
F -2.2158 0.8152 -0.0334 -0.33
S 1.8403 -1.5945 1.1882 0.57
H 0.6476 0.4344 1.9130 0.25
H -1.2241 0.8531 -1.9040 0.16

# 4
9
Properties=species:S:1:pos:R:3:nbo_charge:R:1 method="wB97M-V/def2-TZVPD" e_homo_ev=-8.49 energy_ev=-30246.892 homo_lumo_gap_ev=8.18
C -0.6903 -0.2503 -0.1946 -0.35
C 0.6245 -0.3365 -0.4780 -0.42
C -0.6942 -2.2312 -2.1364 0.56
F -0.9773 -1.8135 -3.3255 -0.31
F -0.6719 -3.5549 -2.1065 -0.31
S -1.7974 -1.4691 -0.9867 0.21
S 1.3342 -1.3261 -1.6924 0.13
H -1.3202 0.3156 0.4456 0.24
H 1.2059 0.3234 0.1668 0.25

# 5
9
Properties=species:S:1:pos:R:3:nbo_charge:R:1 method="wB97M-V/def2-TZVPD" e_homo_ev="-8.78 / -8.78" energy_ev=-30243.891 homo_lumo_gap_ev="7.83 / 7.83"
C 0.9749 0.1630 -1.0829 -0.40
C 1.0022 1.3473 -1.2233 0.41
C -1.0245 0.0038 0.8672 0.03
F 1.0122 2.6319 -1.2007 -0.26
F -1.6990 -0.3906 -0.2197 -0.30
S -0.4995 -2.8294 1.1368 -0.39
S -0.2523 -1.0807 1.8486 0.47
H 1.2545 -0.8271 -0.8532 0.25
H -0.7685 0.9817 0.7271 0.19

# 6
9
Properties=species:S:1:pos:R:3:nbo_charge:R:1 method="wB97M-V/def2-TZVPD" e_homo_ev="-9.27 / -9.27" energy_ev=-19391.722 homo_lumo_gap_ev="8.81 / 8.81"
C 0.4577 0.1404 -0.8400 -0.42
C 1.2631 0.8647 -0.1336 0.66
C -1.1610 -0.8776 0.5358 0.23
F 2.3991 1.4583 -0.5420 -0.31
F 1.1177 1.0759 1.2087 -0.34
F -1.1243 -2.1259 0.3020 -0.30
I -2.9061 0.3059 -0.1665 0.11
H 0.6742 -0.3701 -1.7177 0.21
H -0.7205 -0.4715 1.3533 0.16

# 7
9
Properties=species:S:1:pos:R:3:nbo_charge:R:1 method="wB97M-V/def2-TZVPD" e_homo_ev=-11.23 energy_ev=-12783.703 smiles="FC(F)(F)C1=NC1" homo_lumo_gap_ev=11.62
C 0.2226 -0.0983 -0.3206 0.10
C 1.3134 -0.5421 0.4552 -0.29
C -1.1499 0.4179 -0.2816 0.95
N 1.2536 -0.3082 -1.0434 -0.22
F -1.8080 0.3484 -1.4985 -0.31
F -1.8750 -0.3042 0.5558 -0.29
F -1.0848 1.7138 0.2045 -0.31
H 1.8812 0.2555 0.9915 0.18
H 1.2468 -1.4828 0.9370 0.19

# 8
10
Properties=species:S:1:pos:R:3:nbo_charge:R:1 method="wB97M-V/def2-TZVPD" e_homo_ev=-11.17 energy_ev=-16060.057 smiles="O=CC(F)(F)C(F)F" homo_lumo_gap_ev=11.07
C -0.5288 0.7213 0.5074 0.51
C 0.4344 -0.2055 -0.1389 0.52
C -0.0310 -0.9265 -1.4294 0.39
H -0.8551 1.5710 -0.1392 0.16
H 0.7171 -1.7160 -1.7509 0.15
O -0.9712 -0.4906 -2.0432 -0.46
F -1.5681 0.0220 0.9131 -0.31
F 0.0683 1.2472 1.6208 -0.33
F 0.9226 -1.0634 0.7615 -0.30
F 1.5394 0.5201 -0.5619 -0.33

Computed energy relative to the best compared isomer or geometry (same formula, charge and spin), in the same sequence as the records: 3.704; 4.854; 0.000; 0.924; 3.926; 4.343; 0.336; 0.000 eV.
Computed F_max, in the same sequence as the records: 2.89; 7.12; 7.69; 3.24; 3.14; 6.56; 2.70; 2.17 eV Å⁻¹.